1.
This record from the Open Molecules 2025 dataset describes a structure of composition CF6Hf2O3 at a distorted geometry. The level of theory is ωB97M-V with the def2-TZVPD basis set.

Last column: Löwdin charge in e.
Geometry (Å):
Hf: -17.9770 5.4054 -3.1793  1.967
Hf: -15.7835 6.6363 -0.7057  1.493
F: -16.8407 6.3439 -2.1877  -0.628
F: -16.7988 7.9212 -0.9170  -0.287
F: -18.4863 7.1764 -2.9294  -0.334
F: -16.7320 6.3521 -4.1727  -0.345
F: -15.1105 5.3811 -1.7096  -0.358
F: -16.6416 8.2757 -2.8225  -0.487
C: -17.5733 6.0869 0.3902  -1.023
O: -18.1077 5.3845 1.1603  0.152
O: -17.3727 5.4928 -0.6536  -0.110
O: -16.5737 6.5773 0.7701  -0.038

For the frontier orbital gap, the calculation gives 4.11 eV.



2.
This record from the Open Molecules 2025 dataset describes the molecule CFIO at a distorted geometry. The level of theory is ωB97M-V with the def2-TZVPD basis set.

Last column: Löwdin charge in e.
Geometry (Å):
O: -1.2027 -1.2307 0.0209  -0.300
C: -0.0696 0.1029 -0.0356  -0.790
F: -0.6480 1.2375 0.0175  0.057
I: 1.9204 -0.1097 -0.0028  1.033

For the frontier orbital gap (spin up / spin down), the calculation gives 8.71 / 8.59 eV. As for the SMILES: O=C(F)I.



3.
This record from the Open Molecules 2025 dataset describes a cluster of 2 separate species, CFN2O3 in total at a distorted geometry. The level of theory is ωB97M-V with the def2-TZVPD basis set.

Last column: Löwdin charge in e.
Geometry (Å):
C: 1.3745 0.0996 0.2376  -0.815
N: -1.4307 0.2896 -1.2519  0.242
N: -1.8807 -0.2896 -0.4275  -0.340
O: 1.8602 -0.2332 -0.7658  0.045
O: 0.4079 -0.1530 0.9166  -0.034
O: -2.4613 -0.9321 0.3357  0.078
F: 2.1300 1.2188 0.9552  -0.177

For the frontier orbital gap, the calculation gives 8.86 eV. As for the total charge: -1.